Computed, not measured: a structure of composition C23H33NOP2ScSi at a distorted geometry, with ωB97M-V/def2-TZVPD.

Element x y z (Å)
C: 3.941 0.212 -2.385
C: 3.217 0.119 -1.200
C: 2.081 0.962 -1.074
C: 1.551 1.586 -2.213
C: 2.277 1.656 -3.403
C: 3.502 1.007 -3.456
C: 0.119 1.940 -2.094
C: -0.094 2.699 -0.841
C: 0.437 2.083 0.308
C: -0.135 2.349 1.587
C: -1.012 3.431 1.658
C: -1.367 4.184 0.523
C: -0.943 3.807 -0.743
H: 4.876 -0.340 -2.457
H: 1.871 2.258 -4.228
H: 4.122 1.119 -4.341
H: -0.189 2.532 -2.947
H: -1.410 3.712 2.631
H: -1.969 5.088 0.622
H: -1.236 4.320 -1.674
N: 1.406 1.073 0.157
Sc: -0.147 -0.444 -0.364
C: 3.452 -0.896 -0.117
H: 3.518 -0.421 0.877
H: 4.346 -1.488 -0.344
C: 0.153 1.397 2.718
H: 1.241 1.302 2.873
H: -0.351 1.752 3.627
P: 1.999 -2.093 -0.040
P: -0.495 -0.314 2.302
C: -2.155 -0.230 3.050
H: -2.579 -1.242 3.062
H: -2.095 0.145 4.082
H: -2.820 0.418 2.466
C: 0.413 -1.279 3.548
H: 0.109 -0.997 4.567
H: 0.197 -2.343 3.395
H: 1.492 -1.116 3.447
C: 2.346 -3.120 -1.501
H: 3.413 -3.389 -1.505
H: 1.725 -4.024 -1.412
H: 2.087 -2.570 -2.418
C: 2.527 -3.171 1.329
H: 1.738 -3.926 1.469
H: 3.475 -3.654 1.044
H: 2.662 -2.578 2.246
C: -0.865 -2.467 0.429
O: -1.111 -3.506 0.920
H: -0.511 0.894 -2.001
C: -3.459 1.217 -0.503
Si: -2.800 -0.563 -0.610
C: -4.106 -1.650 0.189
C: -2.633 -1.067 -2.429
H: -3.273 1.648 0.492
H: -4.545 1.212 -0.695
H: -2.975 1.877 -1.238
H: -5.054 -1.495 -0.356
H: -3.817 -2.710 0.122
H: -4.247 -1.387 1.248
H: -3.626 -0.897 -2.877
H: -1.890 -0.486 -3.000
H: -2.384 -2.136 -2.521

Forces on atoms 1 to 2 (eV/Å):
C -0.1 -0.1 0.1
C -0.6 0.4 -0.1

* total energy: -75075.423 eV
* LUMO level: -3.771 eV
* ΔE to the lowest compared entry with this formula, charge and spin: 0.000 eV
* charge: +1
* HOMO-LUMO gap: 6.479 eV